55
Properties=species:S:1:pos:R:3:lowdin_charge:R:1 method="wB97M-V/def2-TZVPD" e_tot_ha=-1264.7061 smiles="CCCCOC(=O)Cn1c(=O)n(CC(=O)OCCCC)c2cc(C)ccc21" largest_force_ev_per_a=0.7 e_above_lowest_kcal_mol=9.8 orbital_gap_ev=8.68 spin_multiplicity=1
C -5.732 2.525 0.862 -0.112
C -4.781 1.522 0.222 -0.263
C -5.529 0.536 -0.674 -0.182
C -4.592 -0.439 -1.380 -0.163
H -5.150 -1.086 -2.062 0.127
H -3.815 0.101 -1.931 0.124
O -3.963 -1.313 -0.437 0.006
C -2.687 -1.090 -0.132 -0.474
O -1.983 -0.259 -0.636 0.134
C -2.235 -2.066 0.952 -0.010
N -0.847 -1.901 1.260 0.047
C -0.414 -1.219 2.380 -0.435
O -1.104 -0.822 3.292 0.087
N 0.959 -1.134 2.285 0.045
C 1.372 -1.669 1.080 -0.134
C 2.624 -1.771 0.509 0.028
C 2.724 -2.358 -0.748 -0.281
C 1.581 -2.834 -1.387 -0.050
C 0.321 -2.744 -0.815 0.003
C 0.226 -2.150 0.427 -0.142
H -0.550 -3.113 -1.333 0.113
H 1.681 -3.285 -2.363 0.110
C 4.057 -2.446 -1.430 -0.048
H 4.188 -1.598 -2.103 0.075
H 4.866 -2.428 -0.704 0.077
H 4.133 -3.357 -2.020 0.077
H 3.500 -1.399 1.017 0.124
C 1.767 -0.353 3.176 -0.004
C 2.425 0.817 2.444 -0.488
O 3.511 1.254 2.719 0.119
O 1.635 1.264 1.478 0.016
C 2.148 2.266 0.601 -0.151
C 2.899 1.620 -0.559 -0.189
C 3.350 2.649 -1.590 -0.264
C 4.103 1.988 -2.737 -0.114
H 4.416 2.729 -3.468 0.067
H 3.469 1.258 -3.237 0.070
H 4.989 1.477 -2.367 0.071
H 2.476 3.175 -1.983 0.111
H 3.994 3.387 -1.108 0.112
H 2.244 0.882 -1.028 0.122
H 3.771 1.094 -0.163 0.118
H 2.805 2.937 1.164 0.130
H 1.272 2.812 0.244 0.135
H 2.549 -0.958 3.645 0.144
H 1.101 0.038 3.954 0.145
H -2.450 -3.090 0.630 0.145
H -2.798 -1.855 1.867 0.145
H -6.083 1.082 -1.440 0.119
H -6.244 -0.033 -0.076 0.119
H -4.253 0.976 1.006 0.109
H -4.033 2.053 -0.371 0.115
H -6.476 2.013 1.468 0.072
H -6.251 3.102 0.099 0.071
H -5.184 3.213 1.501 0.070

45
Properties=species:S:1:pos:R:3:lowdin_charge:R:1 method="wB97M-V/def2-TZVPD" e_tot_ha=-2106.9197 charge=+1 largest_force_ev_per_a=3.7 e_above_lowest_kcal_mol=145.9 orbital_gap_ev=3.20 spin_multiplicity=1
Ba -0.114 0.826 1.112 1.702
P 2.614 -0.967 0.470 0.702
C 2.415 -1.053 -1.290 -0.371
C 1.190 -1.211 -1.968 -0.419
N 0.059 -0.622 -1.471 -0.036
C -1.137 -0.934 -1.988 -0.395
C -1.267 -1.917 -2.973 -0.081
C -0.128 -2.473 -3.577 -0.066
C 1.104 -2.031 -3.135 -0.038
C -2.433 -0.374 -1.424 -0.325
P -2.679 1.291 -0.696 0.730
H 2.001 -2.368 -3.638 0.111
H -2.275 -2.255 -3.228 0.105
H -0.267 -3.226 -4.381 0.123
H -3.148 -0.413 -2.264 0.095
H -2.777 -1.104 -0.670 0.108
H 3.715 3.660 -2.814 0.000
H 3.318 -1.297 -1.848 0.049
H -0.328 3.978 -1.811 0.148
O 3.583 3.529 -3.725 -0.013
H 3.227 2.670 -3.826 0.011
H 0.027 2.859 -0.724 0.077
O -0.213 3.046 -1.663 0.160
H -1.366 2.717 -1.700 0.139
C -2.924 2.208 -2.280 -0.290
H -3.847 1.794 -2.700 0.079
H -3.121 3.289 -2.160 0.079
H -2.163 2.004 -3.063 0.090
C -4.411 1.250 -0.140 -0.250
H -4.605 2.116 0.510 0.056
H -5.135 1.286 -0.964 0.063
H -4.609 0.346 0.453 0.067
C 2.226 -2.729 1.016 -0.254
H 3.144 -3.313 1.157 0.038
H 1.674 -2.694 1.978 0.015
H 1.586 -3.204 0.264 0.037
C 4.456 -0.803 0.546 -0.292
H 4.735 -0.356 1.502 0.027
H 5.003 -1.744 0.432 0.049
H 4.759 -0.116 -0.246 0.030
O 0.453 -1.525 4.228 -0.292
Cl -0.379 -0.357 4.116 0.678
O -1.086 -0.053 5.320 -0.264
O 0.460 0.807 3.687 -0.582
O -1.336 -0.540 2.966 -0.599